DFT (ωB97M-V with the def2-TZVPD basis set) results for a 13-piece molecular cluster, C64H144F10N13O20S10 overall at a distorted geometry.

Total charge = +3
Molecular weight = 1926.58 u
Multiplicity = 1
Frontier orbital gap = 5.57 eV

The geometry in XYZ format:
```
261
Properties=species:S:1:pos:R:3:forces:R:3:lowdin_charge:R:1
C 4.067705 -1.650090 1.677240 0.3 0.6 -1.6 -0.05
C 4.746283 -0.484699 0.870417 -0.3 0.5 0.9 -0.20
C 4.949171 0.806550 1.733157 0.9 -0.6 -1.5 -0.05
N 5.927223 1.798189 0.985213 -2.3 1.5 -1.3 -0.17
C 5.076464 2.559017 -0.125291 0.4 -0.9 -0.1 0.03
C 6.341616 2.951570 1.910458 2.2 -1.7 -0.3 -0.08
C 7.867447 2.665254 1.947552 0.1 2.1 1.7 -0.18
C 8.364830 2.256901 0.606513 -2.1 -1.1 0.1 -0.14
C 7.240519 1.199872 0.319989 -0.3 1.2 -0.5 -0.07
H 3.121653 -1.302675 2.092436 0.4 0.1 0.7 0.06
H 4.739441 -2.172889 2.358085 -0.2 0.4 0.3 0.08
H 3.737834 -2.380638 0.938600 0.1 -0.3 -0.2 0.04
H 4.088039 -0.176460 0.058132 -0.4 -0.1 0.0 0.08
H 5.651452 -0.750337 0.324334 0.3 -0.5 0.5 0.07
H 5.377158 0.690393 2.728876 -0.1 -0.4 -0.1 0.14
H 3.956633 1.252708 1.795615 0.4 0.6 0.3 0.12
H 4.262064 3.196072 0.219685 -0.1 -0.7 1.1 0.09
H 4.678055 1.802827 -0.801716 0.2 0.2 0.0 0.06
H 5.664779 3.316363 -0.643364 0.7 -0.6 -0.1 0.11
H 6.099572 3.894371 1.419911 -0.1 -0.1 0.4 0.12
H 5.909100 2.814993 2.901614 -0.3 0.3 -0.4 0.13
H 8.367519 3.590672 2.233250 0.1 -0.1 0.6 0.13
H 8.059962 1.886998 2.686042 0.1 0.1 0.1 0.13
H 8.258145 3.104577 -0.070359 0.3 -0.2 -0.3 0.12
H 9.370969 1.838854 0.638649 -0.2 0.0 -0.2 0.13
H 7.063305 1.176002 -0.755239 -0.3 -0.4 0.1 0.10
H 7.471461 0.206578 0.704855 -0.2 0.3 0.2 0.12
C 0.407232 6.082266 -1.957459 1.0 -0.4 -1.3 -0.08
C 0.166932 7.383261 -1.302267 -1.3 1.9 2.3 -0.24
C 1.260665 8.483443 -1.130616 -1.5 -2.4 0.1 -0.09
N 0.848777 9.614304 -0.236012 0.4 2.0 -2.8 -0.25
C 2.169347 10.328742 0.080366 -1.4 0.1 0.3 0.06
C 0.050106 9.292047 0.959097 0.5 1.1 1.3 -0.09
C -0.599977 10.614145 1.381375 0.0 0.9 1.7 -0.15
C -0.634158 11.530720 0.179455 -1.6 -1.0 -0.6 -0.16
C -0.101594 10.646858 -0.930381 0.0 0.2 -0.4 -0.08
H -0.506887 5.490255 -1.912444 0.1 -0.1 0.1 0.07
H 1.246685 5.509008 -1.564017 -0.1 0.0 0.4 0.09
H 0.672638 6.242195 -3.002488 -0.2 -0.1 -0.3 0.05
H -0.070240 7.173470 -0.259275 0.1 -0.5 0.1 0.08
H -0.791089 7.808800 -1.600949 0.0 0.2 -0.7 0.11
H 1.587802 8.871819 -2.095105 0.5 0.1 0.4 0.14
H 1.931701 7.895838 -0.504094 1.1 0.5 -0.6 0.12
H 1.817065 11.164584 0.684816 0.8 -0.1 0.5 0.11
H 2.644961 10.754389 -0.803216 -0.4 -0.3 -0.3 0.11
H 2.841077 9.588016 0.514204 -0.1 0.4 0.5 0.11
H 0.775883 8.945325 1.694716 -0.6 -0.8 0.1 0.13
H -0.807494 8.673502 0.694475 0.8 -0.5 0.1 0.14
H -0.221380 11.244257 2.186189 1.0 -0.8 0.4 0.12
H -1.582777 10.395877 1.799195 -0.2 -0.1 -0.5 0.12
H -0.158711 12.510020 0.234533 0.1 -0.3 0.3 0.13
H -1.709889 11.658222 0.058421 0.1 0.7 -0.7 0.13
H 0.326311 11.318238 -1.674861 0.8 -0.8 -0.2 0.14
H -0.877017 10.052958 -1.414214 0.0 0.0 0.1 0.13
C 0.444251 -2.659080 1.676435 0.9 0.6 0.1 -0.08
C 0.093654 -1.388876 0.852966 -1.9 0.8 0.3 -0.17
C -1.067350 -0.613291 1.668001 1.2 -0.8 0.1 -0.09
N -1.570607 0.815154 1.445205 -0.9 -1.6 0.9 -0.21
C -2.410602 1.078353 2.709081 -0.1 -0.9 -1.0 0.05
C -2.435628 0.849500 0.191361 1.8 -0.1 -1.3 -0.08
C -2.277832 2.265110 -0.352056 0.4 0.7 0.5 -0.10
C -1.208727 2.923350 0.597238 -1.8 1.6 -0.7 -0.14
C -0.498320 1.870505 1.258580 0.5 -2.9 0.1 -0.11
H 1.225319 -3.260824 1.211745 0.2 0.2 -0.4 0.05
H -0.351446 -3.378903 1.868331 -0.5 0.5 -0.1 0.05
H 0.863787 -2.386775 2.644897 -0.2 0.1 0.1 0.06
H -0.324352 -1.704540 -0.102925 -0.2 0.0 -0.2 0.07
H 0.869740 -0.686835 0.548121 0.5 -0.4 0.7 0.07
H -0.750651 -0.557088 2.709455 0.0 -0.5 0.0 0.10
H -1.931243 -1.266720 1.546258 -0.2 0.3 0.5 0.11
H -1.797153 1.089587 3.610001 0.3 0.6 -0.2 0.10
H -2.980730 0.153931 2.801229 -0.5 0.3 0.1 0.07
H -3.054277 1.936715 2.516693 0.2 0.0 0.3 0.09
H -3.415487 0.376055 0.129585 -0.3 0.5 1.4 0.14
H -1.914780 0.195539 -0.508033 0.5 -0.1 0.0 0.11
H -3.225921 2.800792 -0.304378 0.2 0.2 -0.2 0.07
H -1.891862 2.251191 -1.371341 -0.2 -0.1 -0.1 0.09
H -1.790342 3.408631 1.381031 0.2 0.8 -0.2 0.11
H -0.437216 3.564926 0.171474 -0.6 0.5 -0.3 0.13
H -0.040170 2.160484 2.204156 0.1 -0.3 0.0 0.14
H 0.188017 1.377772 0.569925 0.5 0.2 0.2 0.12
C -2.130150 -4.392074 -1.656637 1.2 -0.8 -0.9 -0.06
C -2.112638 -5.877746 -2.060774 0.3 -0.4 -0.4 -0.21
C -1.279605 -6.243412 -3.319807 -1.0 -0.6 -0.5 -0.10
N -1.706411 -7.602944 -3.971085 1.1 -0.4 0.2 -0.24
C -1.204348 -8.806663 -3.072572 -0.7 0.5 -1.3 0.05
C -3.188889 -7.789564 -4.259003 0.0 0.6 1.5 -0.12
C -3.388456 -8.900688 -5.295335 1.0 0.9 0.4 -0.12
C -2.061399 -8.791949 -6.053051 1.5 0.6 -1.8 -0.14
C -1.172554 -7.610332 -5.453323 -0.3 -2.2 1.7 -0.04
H -1.102337 -4.230886 -1.331487 -0.1 0.5 0.7 0.07
H -2.867473 -4.239912 -0.868412 0.2 0.3 -0.2 0.09
H -2.205219 -3.736970 -2.524569 -0.7 0.1 0.1 0.08
H -3.120489 -6.267245 -2.204412 0.0 0.1 0.0 0.10
H -1.673860 -6.396257 -1.208299 -0.2 -0.3 0.0 0.10
H -0.200382 -6.338063 -3.199688 0.0 -0.1 0.5 0.12
H -1.373433 -5.540229 -4.147345 -0.5 0.3 0.2 0.12
H -1.814782 -9.022350 -2.195664 -0.3 1.2 0.2 0.09
H -0.168892 -8.650885 -2.769813 -0.1 -0.1 -0.4 0.10
H -1.417660 -9.725455 -3.618842 0.8 0.1 -0.5 0.10
H -3.571819 -8.063168 -3.275845 -0.7 0.4 -0.3 0.12
H -3.429514 -6.773602 -4.572064 -0.9 -0.2 -0.1 0.15
H -3.522219 -9.837465 -4.754361 0.2 -0.1 -0.3 0.12
H -4.247213 -8.787972 -5.957109 0.0 0.4 0.3 0.13
H -1.603835 -9.768609 -6.210806 0.6 0.1 0.8 0.12
H -2.132414 -8.510466 -7.103685 -0.8 0.2 -0.1 0.12
H -0.086231 -7.685930 -5.405535 0.0 -0.7 -0.1 0.13
H -1.310124 -6.627238 -5.903560 -0.8 -0.1 0.2 0.12
C 2.605838 -3.854524 -1.833308 2.5 0.9 -1.5 -0.05
C 3.925776 -3.845984 -2.743752 -1.1 -0.7 -0.4 -0.20
C 5.076372 -2.897331 -2.426872 -1.8 -0.8 0.2 -0.16
N 6.143499 -3.046214 -3.442154 1.7 0.2 1.1 -0.25
C 5.808860 -2.539580 -4.893552 0.3 1.1 2.5 0.10
C 6.725791 -4.477649 -3.441290 0.3 0.9 -2.1 -0.06
C 8.268142 -4.264968 -3.784141 -0.6 -0.7 0.9 -0.12
C 8.584652 -2.773813 -3.557205 -1.5 0.4 -0.2 -0.13
C 7.296487 -2.229684 -2.800813 2.1 -0.9 -2.4 -0.07
H 1.764823 -4.125989 -2.471366 0.0 -0.4 0.3 0.05
H 2.513245 -2.784553 -1.647064 -0.6 -0.2 1.0 0.06
H 2.804582 -4.517246 -0.991058 -0.6 0.4 0.2 0.07
H 3.583837 -3.673090 -3.764186 0.0 0.2 -0.1 0.10
H 4.376252 -4.837359 -2.792066 -0.3 -0.2 0.2 0.09
H 5.522373 -3.241450 -1.493722 0.0 0.4 0.1 0.13
H 4.757563 -1.857304 -2.357502 0.1 0.1 0.0 0.12
H 5.641358 -1.480286 -4.698790 0.0 0.2 -0.3 0.09
H 4.840480 -2.892114 -5.248608 0.6 -0.7 -0.1 0.10
H 6.714735 -2.620827 -5.494292 -0.5 -0.5 -0.2 0.11
H 6.113425 -4.910107 -4.232554 0.6 -0.6 -0.2 0.12
H 6.489961 -5.074164 -2.560011 0.3 0.7 0.4 0.13
H 8.554670 -4.641840 -4.765957 -0.4 0.3 -0.1 0.12
H 8.856207 -4.886808 -3.109167 -0.1 0.0 0.2 0.11
H 8.650515 -2.264440 -4.518615 0.1 0.1 0.0 0.10
H 9.512532 -2.559063 -3.027083 -0.2 -0.2 0.1 0.12
H 7.175735 -1.169354 -3.022649 -0.4 -0.1 0.6 0.13
H 7.437576 -2.532582 -1.763303 -0.7 0.4 0.0 0.13
C -1.199421 -6.571171 2.241123 0.7 -1.3 1.5 -0.06
C -1.040551 -8.130525 2.000580 -0.1 0.1 -0.3 -0.18
C 0.184201 -8.955443 2.530547 0.1 -1.2 -0.2 -0.06
N 0.054499 -10.464022 2.123684 -1.8 -0.6 -1.2 -0.23
C -1.314340 -11.032507 2.656671 0.9 -0.6 -0.3 0.04
C 0.134612 -10.709588 0.546839 -0.1 0.7 2.4 -0.05
C 0.375987 -12.209356 0.421943 -1.0 -0.3 -2.4 -0.19
C 0.921841 -12.730856 1.681343 1.5 0.7 1.6 -0.17
C 1.161592 -11.441884 2.545769 -0.9 -1.2 0.8 -0.07
H -0.217255 -6.099069 2.265179 -0.1 0.2 -0.1 0.07
H -1.651414 -6.469698 3.227778 0.4 0.2 0.2 0.06
H -1.899718 -5.990175 1.641013 0.2 -0.6 -0.7 0.06
H -1.054738 -8.305131 0.924749 0.0 -0.1 -0.2 0.07
H -1.929452 -8.620472 2.397943 0.0 0.2 0.0 0.09
H 0.307854 -9.125904 3.600010 -0.3 1.0 0.2 0.14
H 1.156139 -8.675131 2.124523 -0.1 0.4 0.0 0.12
H -1.236061 -12.097188 2.436604 -0.2 0.1 0.5 0.09
H -2.251729 -10.704415 2.207497 0.6 0.6 -0.7 0.10
H -1.473308 -10.850446 3.719530 0.7 0.0 0.1 0.12
H -0.725868 -10.179853 0.138106 0.1 -0.6 -0.3 0.11
H 1.051949 -10.149457 0.365631 0.0 -0.1 -0.6 0.13
H -0.460742 -12.895464 0.290633 -0.7 1.0 -0.8 0.13
H 1.014081 -12.408153 -0.439110 0.1 0.2 0.0 0.13
H 0.197419 -13.449105 2.065304 0.4 0.2 0.7 0.12
H 1.860300 -13.265143 1.533205 0.0 0.1 0.2 0.13
H 1.044755 -11.707252 3.596489 0.0 0.4 0.1 0.14
H 2.166231 -11.049880 2.387222 -0.3 0.4 -0.2 0.14
C -5.379543 6.264356 4.714392 -0.1 0.6 1.1 -0.08
C -5.203037 4.788101 5.017745 -0.9 -1.5 -1.2 -0.22
C -6.450962 4.088735 4.357776 1.2 -1.1 0.5 -0.09
N -6.581566 2.537914 4.701388 -0.7 0.4 -0.1 -0.21
C -5.519278 1.785972 3.901171 -0.4 1.1 0.8 0.02
C -8.002842 1.937860 4.338769 0.7 1.0 2.7 -0.03
C -8.411231 1.066003 5.589826 1.0 -0.7 -0.1 -0.13
C -7.212153 1.059309 6.593595 -0.1 0.4 -0.7 -0.12
C -6.460105 2.398639 6.264478 0.7 -1.8 -0.9 -0.05
H -5.153606 6.760963 3.770766 0.6 -0.9 -0.2 0.08
H -4.836486 6.749869 5.525236 -0.1 0.6 -0.3 0.08
H -6.440305 6.492392 4.818750 -0.1 0.2 0.4 0.08
H -5.081378 4.571978 6.079154 -0.6 0.5 0.2 0.10
H -4.295705 4.313480 4.644134 0.1 0.3 -0.6 0.10
H -6.319438 4.183773 3.279924 -0.3 -0.2 0.1 0.07
H -7.375293 4.602689 4.621527 0.0 -0.4 0.3 0.12
H -5.515288 2.187133 2.887685 -0.2 0.1 0.1 0.07
H -5.745312 0.721389 3.840582 0.3 0.0 0.6 0.11
H -4.600043 2.085686 4.404438 0.3 -0.8 -0.2 0.09
H -7.969590 1.332986 3.432612 0.0 0.7 -0.1 0.13
H -8.537543 2.887406 4.362553 -0.8 -0.6 -0.9 0.12
H -8.578230 0.043864 5.250024 -0.1 0.0 0.0 0.11
H -9.296182 1.341467 6.163483 -0.1 0.6 -0.7 0.11
H -6.589168 0.169317 6.504654 0.5 0.3 -0.9 0.08
H -7.564922 0.836217 7.600521 -0.1 1.2 0.3 0.12
H -5.383772 2.322480 6.418759 0.0 -0.2 0.3 0.12
H -6.757014 3.329580 6.747480 -0.6 -0.2 -0.2 0.13
C 0.416222 6.386522 -5.717485 -1.1 -0.2 0.3 -0.08
C -0.120136 4.911767 -5.689527 0.7 1.1 -0.1 -0.21
C -1.607609 4.755416 -5.923833 -0.9 0.7 -0.2 -0.12
N -2.199929 3.396558 -5.615583 -0.1 -0.1 2.6 -0.24
C -1.353209 2.253208 -6.034493 0.1 0.4 -0.3 0.00
C -3.633956 3.242980 -6.081102 -1.3 -0.2 0.3 -0.08
C -4.580517 3.241505 -4.812731 0.1 0.2 -1.3 -0.12
C -3.744719 3.775298 -3.649924 0.8 -1.1 -0.7 -0.14
C -2.316264 3.285236 -4.017672 -1.1 0.5 0.3 -0.06
H 1.496871 6.454640 -5.592344 -0.1 -0.4 0.1 0.08
H -0.046795 6.972778 -4.923747 0.0 0.1 0.0 0.06
H 0.193333 6.866046 -6.670625 -0.1 0.0 0.0 0.08
H 0.142383 4.470825 -4.727888 0.4 -0.3 -0.2 0.10
H 0.430614 4.521472 -6.545352 -0.1 -1.0 0.4 0.12
H -1.851224 5.073885 -6.937410 -0.1 -0.6 -0.3 0.14
H -2.271253 5.386732 -5.332974 0.5 0.4 0.4 0.14
H -1.318638 2.355870 -7.119095 0.3 -0.7 0.0 0.12
H -1.798951 1.341757 -5.636148 -0.1 0.0 -0.5 0.11
H -0.366155 2.326307 -5.577889 0.0 0.2 -0.1 0.09
H -3.653015 2.309840 -6.644105 -0.2 -0.1 0.3 0.12
H -4.030549 3.982956 -6.776247 1.0 0.5 0.0 0.13
H -5.013844 2.243242 -4.751207 0.6 -0.3 0.8 0.11
H -5.505731 3.808063 -4.918051 0.3 0.5 -0.5 0.12
H -4.159354 3.274573 -2.775023 0.5 0.5 0.5 0.11
H -3.709040 4.857347 -3.523503 -0.6 -0.1 0.0 0.12
H -2.238377 2.261513 -3.651568 0.3 -0.2 -0.8 0.12
H -1.518709 3.853739 -3.539321 0.0 0.1 -0.4 0.11
N -3.494068 -1.984187 3.817009 0.4 -2.8 -2.5 -0.25
S -3.894390 -2.056539 5.246310 -3.9 9.9 10.7 0.46
O -3.454158 -2.979764 6.222176 0.4 -2.3 -0.9 -0.22
O -5.175808 -1.380633 5.654477 1.5 -2.4 -2.5 -0.34
F -2.988986 -0.734085 5.730797 0.3 -0.7 -0.8 -0.26
S -3.479858 -3.590430 3.613601 1.8 -3.0 -3.8 0.52
O -4.788547 -4.194261 3.444717 1.6 0.6 1.0 -0.26
O -2.314674 -4.329728 4.085581 -2.1 0.8 0.3 -0.28
F -2.979990 -3.416111 2.119397 -0.1 -0.1 -1.8 -0.24
N -4.773136 4.315504 1.334978 4.8 3.7 -0.4 -0.26
S -5.964720 4.082945 0.477439 -9.8 -3.5 -2.3 0.42
O -6.009265 4.144242 -0.966691 1.1 1.1 0.7 -0.29
O -7.218809 4.537456 1.125056 2.6 -1.2 -0.9 -0.29
F -5.963871 2.437447 0.536570 -0.1 0.3 1.1 -0.24
S -4.231818 5.680932 0.456024 2.4 3.5 -0.6 0.60
O -5.054101 6.906177 0.536739 1.2 -3.3 -0.1 -0.27
O -3.577246 5.375034 -0.826182 -1.1 0.2 2.3 -0.32
F -2.980377 6.092599 1.375325 -0.7 -0.8 0.0 -0.20
N 2.973448 5.680854 3.727686 1.3 7.7 -1.6 -0.24
S 2.857326 6.252199 2.197743 0.1 1.1 -3.2 0.57
O 1.593579 5.982839 1.454380 2.7 0.8 1.7 -0.31
O 4.083544 6.199297 1.396315 -1.7 -0.2 1.4 -0.31
F 2.758995 7.757796 2.559380 -0.2 1.0 0.4 -0.17
S 2.574245 4.326294 3.467616 -4.5 -12.0 3.0 0.42
O 3.495650 3.584249 2.640143 0.2 -0.1 0.0 -0.31
O 1.171311 4.018405 3.235333 1.2 0.6 -0.2 -0.30
F 2.694538 3.712213 5.002070 0.7 1.1 -2.2 -0.19
N 3.120983 0.204647 -2.741203 6.5 0.0 -3.6 -0.27
S 3.933375 1.342473 -3.845848 3.5 -1.3 -3.2 0.60
O 3.782187 2.754651 -3.731874 -1.0 -0.5 1.2 -0.25
O 4.216261 0.907524 -5.220375 -1.9 -0.6 2.2 -0.30
F 5.399158 1.073256 -3.271215 0.0 -0.2 1.1 -0.22
S 1.951496 1.038540 -2.456761 -8.7 3.1 2.1 0.38
O 1.150317 1.353730 -3.664962 1.1 -0.3 2.0 -0.33
O 1.987216 2.007942 -1.386541 0.5 -0.1 -1.2 -0.28
F 1.114056 -0.107545 -1.667441 0.0 -0.2 -0.8 -0.23
N 1.791376 -0.627482 6.646297 -5.6 -2.3 -3.8 -0.26
S 2.838105 0.391412 6.475934 7.2 3.7 2.5 0.42
O 2.404117 1.740840 6.776939 0.9 -1.0 -1.0 -0.29
O 3.836214 0.121512 5.420940 -1.2 0.9 1.8 -0.35
F 3.550012 -0.084738 7.891228 0.3 0.6 -1.2 -0.23
S 0.869291 -0.163542 5.257262 -2.3 -0.9 1.0 0.64
O 1.581106 0.049312 3.969075 -1.9 -0.3 2.4 -0.34
O -0.286307 0.666918 5.656557 2.6 -1.4 -1.7 -0.30
F 0.236522 -1.634332 5.117639 0.0 0.5 -0.6 -0.21
```
Forces are in eV/Å.